{"formula": "C12H51F3N9O16Y", "method": "ωB97M-V/def2-TZVPD", "elements": ["Y", "C", "O", "O", "C", "F", "F", "F", "C", "C", "H", "H", "H", "H", "H", "H", "C", "C", "C", "O", "C", "N", "H", "H", "H", "H", "H", "H", "H", "H", "H", "H", "H", "O", "H", "H", "O", "H", "H", "O", "H", "H", "O", "H", "H", "O", "H", "H", "O", "H", "H", "O", "H", "H", "O", "H", "H", "O", "H", "H", "C", "O", "N", "N", "H", "H", "H", "H", "C", "O", "N", "N", "H", "H", "H", "H", "C", "O", "N", "N", "H", "H", "H", "H", "C", "O", "N", "N", "H", "H", "H", "H"], "xyz": [[2.42, 3.88, 1.07], [-0.12, 1.31, 0.10], [0.45, 0.04, 0.10], [0.90, 2.25, 0.19], [-1.10, 1.39, -1.09], [-1.79, 2.60, -1.06], [-0.63, 1.20, -2.31], [-2.22, 0.63, -0.91], [-0.37, -1.10, 0.42], [0.37, -2.36, -0.04], [1.37, -2.57, 0.34], [-0.20, -3.19, 0.41], [0.36, -2.51, -1.11], [-1.32, -1.18, -0.11], [-0.64, -1.09, 1.48], [-0.51, 1.35, 1.13], [-5.08, 3.43, -0.07], [-5.20, 2.46, 1.13], [-3.83, 2.14, 1.72], [-3.95, 1.58, 3.02], [-3.96, 0.17, 3.01], [-6.15, 2.94, 2.14], [-4.95, 4.46, 0.27], [-5.92, 3.24, -0.73], [-4.13, 3.22, -0.58], [-5.73, 1.57, 0.77], [-3.29, 3.07, 1.95], [-3.23, 1.52, 1.06], [-4.66, -0.24, 2.28], [-4.28, -0.17, 3.99], [-3.01, -0.33, 2.77], [-6.09, 2.18, 2.81], [-7.05, 2.91, 1.68], [2.66, 3.88, -1.22], [1.81, 3.60, -1.59], [3.24, 3.98, -2.00], [1.02, -4.37, -3.13], [0.18, -4.18, -2.69], [1.33, -5.18, -2.71], [0.60, 3.77, 2.61], [0.46, 4.55, 3.17], [0.30, 3.03, 3.16], [0.87, 0.46, -5.41], [0.29, 1.09, -4.97], [1.18, -0.13, -4.71], [-1.88, 5.30, 0.76], [-2.54, 4.62, 0.57], [-2.09, 5.58, 1.66], [1.93, -0.97, -3.42], [1.58, -1.78, -3.03], [2.87, -1.13, -3.50], [0.36, 3.85, -2.55], [-0.28, 3.43, -1.95], [-0.04, 4.70, -2.77], [1.89, -5.87, 0.11], [1.56, -5.32, 0.83], [2.85, -5.73, 0.12], [2.33, 2.39, -4.04], [2.25, 1.46, -4.25], [1.49, 2.63, -3.64], [-2.23, -3.11, -1.85], [-1.70, -4.21, -1.91], [-1.92, -2.16, -2.76], [-3.26, -2.78, -1.06], [-2.49, -1.37, -3.01], [-1.16, -2.34, -3.39], [-3.70, -3.53, -0.55], [-3.91, -2.04, -1.27], [4.39, -3.56, 0.48], [4.41, -2.68, -0.37], [3.81, -3.41, 1.69], [4.81, -4.82, 0.22], [3.29, -2.57, 1.87], [4.16, -3.99, 2.42], [5.28, -5.33, 0.95], [5.13, -4.91, -0.73], [4.18, 1.06, -0.16], [3.83, 2.03, 0.57], [3.33, 0.29, -0.80], [5.46, 0.69, -0.28], [2.35, 0.51, -0.64], [3.59, -0.49, -1.38], [6.11, 1.43, -0.03], [5.65, 0.04, -1.03], [0.62, -1.73, 3.74], [-0.14, -2.57, 3.31], [1.11, -1.87, 5.02], [1.09, -0.65, 3.09], [0.80, -2.61, 5.62], [1.96, -1.35, 5.19], [1.58, 0.00, 3.68], [0.91, -0.41, 2.13]], "lowdin_charge": [2.02, -0.38, -0.13, -0.27, -0.48, 0.07, 0.20, 0.11, -0.21, -0.03, 0.06, 0.09, 0.05, 0.09, 0.09, 0.16, -0.04, -0.44, -0.21, -0.19, -0.10, 0.05, 0.08, 0.09, 0.05, 0.13, 0.11, 0.10, 0.09, 0.10, 0.08, 0.07, 0.08, -0.12, 0.01, 0.11, -0.06, -0.02, 0.04, -0.09, 0.10, 0.11, -0.06, 0.02, -0.02, -0.06, 0.00, 0.04, -0.03, 0.04, 0.07, -0.02, 0.02, 0.11, -0.05, 0.02, -0.01, -0.05, 0.00, -0.02, -0.71, 0.05, 0.17, 0.17, 0.10, 0.11, 0.12, 0.11, -0.69, 0.01, 0.17, 0.15, 0.09, 0.11, 0.12, 0.13, -0.61, -0.15, 0.25, 0.22, 0.09, 0.10, 0.13, 0.13, -0.69, 0.05, 0.15, 0.17, 0.11, 0.09, 0.09, 0.06], "charge": 2, "gap_ev": 4.3082, "e_homo_ev": -12.91, "e_lumo_ev": -8.6}

***

{"formula": "C16H26NO4", "method": "ωB97M-V/def2-TZVPD", "elements": ["C", "C", "H", "N", "C", "H", "H", "C", "C", "H", "H", "H", "H", "O", "C", "O", "C", "O", "C", "C", "C", "C", "C", "C", "H", "H", "O", "C", "H", "H", "H", "H", "H", "H", "H", "C", "C", "H", "H", "H", "H", "H", "H", "H", "H", "H", "H"], "xyz": [[-2.08, -2.17, 1.12], [-3.50, -2.09, 0.59], [-4.22, -2.15, 1.41], [-3.74, -0.83, -0.16], [-3.87, 0.36, 0.72], [-4.93, 0.50, 0.96], [-3.33, 0.18, 1.65], [-3.31, 1.65, 0.09], [-3.92, 2.88, 0.75], [-3.76, 2.85, 1.82], [-4.98, 2.94, 0.53], [-3.44, 3.77, 0.35], [-3.50, 1.66, -0.99], [-1.89, 1.74, 0.29], [-1.08, 0.98, -0.43], [-1.48, 0.10, -1.17], [0.38, 1.28, -0.19], [0.98, 0.05, 0.11], [2.37, -0.03, 0.06], [2.90, -1.31, 0.18], [4.26, -1.50, 0.15], [5.13, -0.41, 0.00], [4.59, 0.87, -0.11], [3.21, 1.05, -0.08], [2.83, 2.06, -0.16], [5.22, 1.73, -0.22], [6.45, -0.70, -0.01], [7.38, 0.35, -0.16], [8.36, -0.12, -0.15], [7.31, 1.06, 0.67], [7.24, 0.87, -1.11], [4.69, -2.48, 0.24], [2.23, -2.15, 0.29], [0.48, 2.00, 0.63], [0.79, 1.71, -1.11], [-4.85, -0.95, -1.15], [-6.17, -1.40, -0.55], [-6.52, -0.73, 0.23], [-6.92, -1.40, -1.34], [-6.11, -2.41, -0.15], [-4.97, 0.03, -1.63], [-4.53, -1.66, -1.91], [-2.85, -0.64, -0.72], [-3.67, -2.92, -0.09], [-1.93, -3.14, 1.58], [-1.86, -1.42, 1.87], [-1.35, -2.07, 0.31]], "nbo_charge": [-0.64, -0.22, 0.22, -0.41, -0.25, 0.24, 0.24, 0.07, -0.62, 0.23, 0.23, 0.24, 0.20, -0.48, 0.83, -0.63, -0.17, -0.51, 0.33, -0.26, -0.21, 0.29, -0.27, -0.31, 0.22, 0.23, -0.48, -0.25, 0.21, 0.18, 0.18, 0.23, 0.22, 0.21, 0.22, -0.21, -0.64, 0.22, 0.25, 0.23, 0.22, 0.23, 0.49, 0.23, 0.25, 0.22, 0.24], "smiles": "CC[NH+](CC)C[C@@H](C)OC(=O)COc1ccc(OC)cc1", "charge": 1, "de_lowest_kj_mol": 7.3, "gap_ev": 7.9810, "e_homo_ev": -10.18, "e_lumo_ev": -2.2}

***

{"formula": "C2H3BrClN", "method": "ωB97M-V/def2-TZVPD", "elements": ["C", "C", "N", "Cl", "Br", "H", "H", "H"], "xyz": [[-0.26, -0.06, 0.40], [1.07, -0.53, -0.35], [-0.66, 0.96, 0.94], [1.54, -2.29, 0.20], [2.49, 0.67, 0.09], [0.93, -0.63, -1.46], [-0.87, -0.96, 0.61], [0.11, 1.62, 0.95]], "nbo_charge": [0.11, -0.32, -0.55, -0.07, 0.07, 0.25, 0.17, 0.34], "smiles": "[H]/N=C\\[C@H](Cl)Br", "de_lowest_kj_mol": 0.0, "gap_ev": 10.7814, "e_homo_ev": -10.60, "e_lumo_ev": 0.2}

***

{"formula": "C34H33LiN4S", "method": "ωB97M-V/def2-TZVPD", "elements": ["Li", "C", "C", "C", "C", "C", "C", "C", "N", "C", "N", "C", "C", "C", "C", "C", "C", "C", "N", "C", "C", "C", "C", "C", "C", "C", "H", "H", "H", "H", "H", "H", "H", "H", "H", "H", "H", "H", "H", "H", "H", "H", "H", "H", "H", "H", "H", "H", "N", "S", "C", "C", "C", "C", "C", "C", "C", "C", "C", "C", "C", "C", "H", "H", "H", "H", "H", "H", "H", "H", "H", "H", "H"], "xyz": [[-0.68, 0.11, 0.44], [2.29, 3.96, -1.31], [3.70, 3.46, -1.33], [4.75, 4.36, -1.39], [6.07, 3.94, -1.48], [6.35, 2.59, -1.50], [5.32, 1.67, -1.44], [3.99, 2.08, -1.34], [2.97, 1.13, -1.32], [1.86, 1.09, -0.47], [1.99, 1.78, 0.67], [1.19, 1.85, 1.83], [-0.09, 1.28, 1.85], [-0.71, 1.31, 3.11], [-0.14, 1.89, 4.23], [1.09, 2.52, 4.12], [1.78, 2.51, 2.92], [3.15, 3.15, 2.85], [0.82, 0.41, -0.81], [0.74, -0.28, -2.01], [1.33, -1.53, -2.15], [1.18, -2.27, -3.31], [0.45, -1.75, -4.36], [-0.13, -0.50, -4.24], [0.00, 0.25, -3.08], [-0.61, 1.61, -2.98], [2.24, 4.95, -1.76], [1.91, 4.04, -0.29], [1.64, 3.28, -1.85], [4.52, 5.42, -1.40], [6.87, 4.67, -1.54], [7.37, 2.25, -1.59], [5.54, 0.61, -1.46], [3.09, 0.32, -1.90], [2.91, 2.18, 0.79], [-1.69, 0.84, 3.20], [-0.65, 1.86, 5.18], [1.53, 3.00, 4.98], [3.34, 3.68, 3.77], [3.24, 3.86, 2.02], [3.93, 2.39, 2.74], [1.89, -1.93, -1.31], [1.64, -3.24, -3.39], [0.34, -2.32, -5.27], [-0.67, -0.08, -5.08], [-1.53, 1.66, -3.55], [0.08, 2.36, -3.38], [-0.81, 1.85, -1.93], [-1.50, -1.59, 0.91], [-3.01, -1.47, 0.55], [-3.94, -2.02, 2.02], [-3.64, -3.24, 2.62], [-4.19, -3.55, 3.85], [-5.03, -2.65, 4.48], [-5.34, -1.44, 3.88], [-4.79, -1.12, 2.65], [-3.37, -2.93, -0.48], [-4.62, -3.51, -0.55], [-4.79, -4.65, -1.33], [-3.73, -5.17, -2.04], [-2.48, -4.57, -1.99], [-2.30, -3.44, -1.21], [-1.25, -2.46, 1.35], [-2.97, -3.93, 2.12], [-3.94, -4.49, 4.32], [-5.43, -2.89, 5.45], [-5.99, -0.74, 4.38], [-5.00, -0.17, 2.19], [-5.44, -3.10, 0.02], [-5.76, -5.12, -1.37], [-3.87, -6.06, -2.64], [-1.65, -4.97, -2.55], [-1.34, -2.95, -1.15]], "lowdin_charge": [0.48, -0.02, -0.21, -0.05, -0.09, -0.09, -0.02, -0.22, 0.14, -0.38, 0.13, -0.25, -0.14, -0.19, -0.13, -0.09, -0.24, -0.05, 0.06, -0.28, -0.05, -0.10, -0.10, -0.05, -0.21, -0.04, 0.08, 0.08, 0.07, 0.11, 0.10, 0.10, 0.11, 0.14, 0.11, 0.06, 0.09, 0.10, 0.07, 0.07, 0.08, 0.12, 0.10, 0.10, 0.11, 0.08, 0.08, 0.07, -0.41, 1.02, -0.38, -0.08, -0.07, -0.07, -0.07, -0.08, -0.38, -0.09, -0.07, -0.08, -0.07, -0.08, 0.02, 0.12, 0.11, 0.11, 0.11, 0.11, 0.11, 0.11, 0.10, 0.11, 0.09], "de_lowest_kj_mol": 61.6, "gap_ev": 7.1098, "e_homo_ev": -6.64, "e_lumo_ev": 0.5}